{"formula": "C74H180N12O14", "method": "ωB97M-V with the def2-TZVPD basis set", "species": ["C", "C", "C", "O", "C", "N", "H", "H", "H", "H", "H", "H", "H", "H", "H", "H", "H", "C", "C", "C", "O", "C", "N", "H", "H", "H", "H", "H", "H", "H", "H", "H", "H", "H", "C", "C", "C", "O", "C", "N", "H", "H", "H", "H", "H", "H", "H", "H", "H", "H", "H", "C", "C", "C", "O", "C", "N", "H", "H", "H", "H", "H", "H", "H", "H", "H", "H", "H", "C", "C", "C", "O", "C", "N", "H", "H", "H", "H", "H", "H", "H", "H", "H", "H", "H", "C", "C", "C", "O", "C", "N", "H", "H", "H", "H", "H", "H", "H", "H", "H", "H", "H", "C", "C", "C", "O", "C", "N", "H", "H", "H", "H", "H", "H", "H", "H", "H", "H", "H", "C", "C", "C", "O", "C", "N", "H", "H", "H", "H", "H", "H", "H", "H", "H", "H", "H", "C", "C", "C", "C", "C", "C", "N", "O", "C", "C", "C", "H", "H", "H", "H", "H", "H", "H", "H", "H", "H", "H", "H", "H", "H", "H", "H", "H", "H", "H", "C", "C", "C", "C", "C", "C", "N", "O", "C", "C", "C", "H", "H", "H", "H", "H", "H", "H", "H", "H", "H", "H", "H", "H", "H", "H", "H", "H", "H", "H", "C", "C", "C", "C", "C", "C", "N", "O", "C", "C", "C", "H", "H", "H", "H", "H", "H", "H", "H", "H", "H", "H", "H", "H", "H", "H", "H", "H", "H", "H", "C", "C", "C", "C", "C", "C", "N", "O", "C", "C", "C", "H", "H", "H", "H", "H", "H", "H", "H", "H", "H", "H", "H", "H", "H", "H", "H", "H", "H", "H", "C", "C", "C", "O", "H", "H", "H", "H", "H", "H", "H", "H", "C", "C", "C", "O", "H", "H", "H", "H", "H", "H", "H", "H"], "xyz": [[7.9017, -1.6636, -8.0306], [6.8796, -2.6797, -7.4257], [6.1366, -1.9824, -6.2600], [5.1346, -2.9582, -5.7772], [4.1026, -2.5242, -4.8837], [5.9532, -2.9358, -8.4991], [7.6221, -0.6312, -8.2406], [8.3216, -2.1745, -8.8971], [8.7539, -1.6326, -7.3517], [7.3357, -3.6275, -7.1395], [5.6226, -1.1426, -6.7277], [6.7891, -1.6119, -5.4694], [4.3561, -2.4233, -3.8284], [3.2228, -3.1594, -4.9869], [3.8106, -1.5022, -5.1256], [5.5964, -2.0466, -8.8186], [5.0667, -3.2038, -8.0962], [2.3412, -4.8898, -2.1906], [2.3689, -6.4212, -1.9344], [2.7524, -6.7109, -0.4659], [3.9905, -6.1514, -0.0201], [4.3212, -6.4733, 1.3078], [1.0366, -7.0339, -2.2823], [1.6603, -4.3578, -1.5262], [1.8682, -4.5717, -3.1197], [3.3118, -4.3939, -2.1839], [3.0765, -6.8679, -2.6328], [2.8027, -7.7990, -0.5045], [2.0089, -6.3753, 0.2571], [5.2746, -6.0438, 1.6157], [4.3975, -7.5388, 1.5245], [3.6429, -6.1793, 2.1088], [1.0005, -8.0423, -2.2399], [0.7455, -6.8651, -3.2346], [1.3964, -4.2977, 3.0310], [0.4985, -3.6865, 4.1309], [1.2935, -3.5319, 5.5061], [0.3897, -3.2994, 6.5607], [1.0200, -2.9939, 7.8088], [0.1393, -2.3474, 3.6692], [1.4721, -3.7221, 2.1084], [1.1324, -5.3155, 2.7437], [2.4515, -4.2565, 3.3015], [-0.3257, -4.3830, 4.2850], [2.0749, -2.7721, 5.4926], [1.9184, -4.3930, 5.7430], [0.1932, -2.6961, 8.4537], [1.6785, -2.1298, 7.7199], [1.5439, -3.8005, 8.3217], [-0.6370, -2.0875, 4.2607], [0.8526, -1.7007, 3.9741], [-2.1478, -0.6777, 7.8539], [-1.7131, -0.2824, 6.4630], [-0.2714, 0.2632, 6.3351], [-0.1865, 1.4887, 7.1118], [1.0322, 2.1428, 6.8752], [-1.8516, -1.4598, 5.6667], [-2.1484, 0.1631, 8.5475], [-1.4827, -1.4129, 8.3067], [-3.1597, -1.0820, 7.8822], [-2.4997, 0.3373, 6.0325], [-0.0986, 0.4481, 5.2749], [0.4519, -0.4716, 6.6886], [1.8845, 1.4640, 6.9048], [1.0948, 2.9681, 7.5846], [1.0614, 2.5922, 5.8826], [-1.1733, -2.0906, 6.0694], [-2.7395, -1.8603, 5.9340], [3.8004, -0.1467, 5.6078], [3.0745, 0.5015, 4.3896], [4.0913, 1.0376, 3.4374], [4.8728, -0.0076, 2.8461], [5.7821, 0.4743, 1.8112], [2.2609, -0.5021, 3.7909], [4.2540, -1.0551, 5.2114], [3.1057, -0.6112, 6.3076], [4.5262, 0.5344, 6.0521], [2.3754, 1.2701, 4.7190], [4.7313, 1.8188, 3.8475], [3.4821, 1.4354, 2.6258], [6.4455, 1.2376, 2.2179], [5.1944, 0.9456, 1.0234], [6.2889, -0.3906, 1.3833], [1.5621, -0.0757, 3.1994], [2.8575, -0.9615, 3.1178], [-4.4927, -2.0805, 2.1205], [-4.1223, -3.4092, 1.5362], [-2.5810, -3.5332, 1.3238], [-2.3308, -4.8369, 0.6806], [-0.9823, -4.9326, 0.1856], [-4.6034, -4.4266, 2.4716], [-5.5741, -2.0456, 2.2525], [-4.1416, -1.2505, 1.5073], [-4.0224, -1.9606, 3.0965], [-4.5999, -3.5120, 0.5618], [-2.0437, -3.5099, 2.2719], [-2.1720, -2.8040, 0.6244], [-0.7948, -5.9488, -0.1611], [-0.3052, -4.8051, 1.0302], [-0.7188, -4.1679, -0.5451], [-5.6129, -4.4207, 2.4403], [-4.3525, -5.3077, 2.0463], [2.0353, 0.9482, -5.1117], [3.2612, 1.7617, -4.6155], [4.5843, 1.0375, -4.3140], [4.5387, 0.1501, -3.2387], [5.7972, -0.1952, -2.7702], [3.3983, 2.8687, -5.5426], [1.2261, 1.5681, -5.4976], [1.6246, 0.3720, -4.2826], [2.2912, 0.2685, -5.9245], [2.9192, 2.3248, -3.7472], [5.3156, 1.8116, -4.0815], [4.8504, 0.6164, -5.2835], [6.3872, -0.8139, -3.4464], [5.6393, -0.8074, -1.8823], [6.4976, 0.5835, -2.4681], [4.3331, 3.2470, -5.5975], [2.8300, 3.6053, -5.1494], [-1.2804, 3.1387, 3.2779], [-1.5142, 4.4794, 4.0385], [-0.3903, 5.4972, 3.8203], [-0.8296, 6.7124, 4.4787], [-0.0029, 7.7364, 4.0584], [-2.8492, 4.9938, 3.6531], [-0.2702, 2.7322, 3.3275], [-1.5486, 3.2772, 2.2305], [-1.9139, 2.3858, 3.7468], [-1.4756, 4.2465, 5.1027], [-0.1379, 5.5527, 2.7614], [0.5064, 5.1842, 4.3551], [-0.2745, 8.1920, 3.1061], [1.0459, 7.4403, 4.0777], [-0.0757, 8.4360, 4.8910], [-2.7767, 5.2257, 2.6727], [-2.8581, 5.9176, 4.0612], [-6.8142, 2.8552, 6.6877], [-6.2184, 2.1268, 5.4178], [-6.9533, 0.7413, 5.2998], [-6.8139, 0.0106, 3.9584], [-7.3258, 0.9369, 2.8590], [-6.5153, 2.2826, 2.7983], [-6.5102, 2.8958, 4.1584], [-6.0314, 4.2202, 4.1507], [-5.0654, 2.1170, 2.2719], [-7.3668, 3.2143, 1.7993], [-4.6827, 1.9986, 5.7322], [-6.5455, 2.4117, 7.6464], [-7.8833, 3.0286, 6.5646], [-6.3201, 3.8226, 6.7780], [-6.5185, 0.1135, 6.0776], [-8.0128, 0.9061, 5.4960], [-7.3576, -0.9341, 3.9597], [-5.7739, -0.3039, 3.8712], [-8.3880, 1.1283, 3.0112], [-7.2324, 0.4215, 1.9031], [-5.0695, 2.0702, 1.1829], [-4.4054, 2.7517, 2.8633], [-4.5871, 1.1580, 2.4709], [-7.4582, 2.7650, 0.8104], [-8.3382, 3.4593, 2.2288], [-6.8798, 4.1885, 1.7554], [-4.1260, 1.6674, 4.8556], [-4.4550, 1.3290, 6.5616], [-4.2228, 2.9601, 5.9603], [-5.0997, 4.1854, 3.9217], [-0.3969, -2.6447, -4.8590], [-1.3545, -3.6457, -5.4633], [-1.0889, -5.0483, -4.8356], [-1.5102, -5.1001, -3.3768], [-2.9676, -4.6709, -3.1318], [-3.3941, -3.3116, -3.8596], [-2.8053, -3.3231, -5.2335], [-3.2638, -2.3639, -6.1142], [-4.9300, -3.3106, -3.7789], [-2.8062, -2.1746, -2.9260], [-1.0643, -3.8747, -6.9271], [-0.8432, -1.6551, -4.9561], [0.5881, -2.5186, -5.3085], [-0.2893, -2.7833, -3.7832], [-1.6304, -5.8267, -5.3732], [-0.0288, -5.3002, -4.8647], [-0.7976, -4.5557, -2.7573], [-1.4181, -6.0559, -2.8609], [-2.9671, -4.5586, -2.0476], [-3.6461, -5.4790, -3.4051], [-5.3871, -4.1013, -4.3737], [-5.3003, -3.4797, -2.7678], [-5.2944, -2.3743, -4.2017], [-2.5178, -1.3165, -3.5330], [-3.5004, -1.7321, -2.2116], [-1.8514, -2.4106, -2.4560], [-1.3448, -2.9709, -7.4679], [-1.6285, -4.7237, -7.3131], [-0.0388, -4.0942, -7.2244], [-4.0114, -2.7500, -6.5762], [-4.1528, 2.7638, -1.9557], [-3.5072, 3.4602, -3.1973], [-2.0529, 3.0844, -3.2553], [-1.8323, 1.7339, -3.9234], [-2.5070, 1.6253, -5.2740], [-4.0259, 1.9061, -5.2559], [-4.2426, 3.1132, -4.4280], [-5.5367, 3.6949, -4.4891], [-4.4405, 2.0225, -6.7359], [-4.7922, 0.7357, -4.7342], [-3.5788, 4.9697, -3.0046], [-3.4736, 2.8088, -1.1043], [-4.2971, 1.7067, -2.1786], [-5.1286, 3.1860, -1.7153], [-1.4588, 3.7954, -3.8294], [-1.5871, 2.9123, -2.2850], [-2.1752, 0.8952, -3.3176], [-0.7559, 1.6370, -4.0647], [-2.4799, 0.6034, -5.6522], [-2.0038, 2.3167, -5.9499], [-3.9998, 2.9316, -7.1450], [-4.3321, 1.1306, -7.3530], [-5.5126, 2.1782, -6.6157], [-4.8613, 0.0071, -5.5420], [-4.2402, 0.2413, -3.9349], [-5.8290, 0.9474, -4.4728], [-3.2934, 5.4713, -3.9293], [-2.8905, 5.3262, -2.2383], [-4.5488, 5.3688, -2.7080], [-5.3158, 4.5809, -4.7853], [1.4232, -1.1013, -1.9715], [1.8180, -0.6671, -0.5757], [2.3762, 0.7795, -0.6204], [1.2923, 1.8494, -0.7213], [0.2789, 1.7319, 0.3861], [-0.3861, 0.3015, 0.4875], [0.6705, -0.7225, 0.3772], [0.2295, -2.0223, 0.5724], [-1.0139, 0.1783, 1.8806], [-1.5123, 0.2246, -0.5704], [2.9852, -1.5163, 0.0061], [0.5978, -0.5090, -2.3666], [1.0645, -2.1288, -1.9119], [2.2420, -1.0104, -2.6853], [3.0343, 0.9219, 0.2367], [2.9844, 0.9295, -1.5124], [0.7864, 1.7558, -1.6822], [1.8257, 2.7950, -0.6242], [-0.4256, 2.5147, 0.1053], [0.6533, 2.0006, 1.3739], [-1.8487, 0.8696, 1.9954], [-1.4251, -0.8184, 2.0405], [-0.2659, 0.2723, 2.6679], [-1.9790, -0.7605, -0.5719], [-2.4069, 0.8279, -0.4161], [-1.1709, 0.3459, -1.5984], [3.4695, -1.2096, 0.9333], [3.7695, -1.7695, -0.7073], [2.6049, -2.5108, 0.2394], [0.3585, -2.0623, 1.5229], [5.5877, 3.3326, -1.2042], [6.7770, 3.6295, -2.2001], [7.2611, 5.0757, -1.9626], [7.8385, 2.6445, -1.9640], [5.0894, 2.4465, -1.5973], [4.8614, 4.1395, -1.1066], [5.9259, 3.0302, -0.2131], [6.5299, 3.7048, -3.2590], [6.5897, 5.8641, -2.3030], [8.2488, 5.2259, -2.3984], [7.4789, 5.2366, -0.9068], [8.4119, 2.5603, -2.7294], [2.9226, 6.2566, 0.2016], [3.2703, 5.6607, 1.4844], [4.7500, 5.2413, 1.6162], [3.1334, 6.6367, 2.4408], [1.9059, 6.6488, 0.1759], [2.9216, 5.5036, -0.5865], [3.6414, 7.0331, -0.0598], [2.6662, 4.7708, 1.6609], [4.9427, 5.1812, 2.6873], [5.4266, 5.9816, 1.1893], [4.8853, 4.2397, 1.2081], [3.7265, 7.3877, 2.3645]], "atomic_forces_ev_per_a": [[1.26, -1.82, 1.06], [-0.26, 2.36, -0.09], [-1.01, -1.67, 0.05], [0.72, 0.58, 0.18], [0.28, 1.04, -0.57], [-1.44, -0.22, -0.44], [-0.62, -0.30, -0.03], [-0.21, 0.41, -0.38], [0.13, 0.34, 0.21], [0.22, 0.23, 0.19], [-0.21, 0.30, 0.17], [0.04, -0.20, 0.19], [0.54, -0.58, 0.10], [0.25, -0.21, -0.12], [-0.26, 0.11, -0.35], [0.65, 0.70, -0.68], [-0.14, -1.24, 0.42], [-0.85, 0.09, -0.26], [-0.47, 1.31, -0.82], [0.03, -0.56, -0.23], [-0.05, 0.07, -0.53], [0.19, -0.56, 0.88], [0.12, 0.43, 0.94], [0.23, -0.22, 0.82], [0.19, -0.63, -0.69], [0.09, -0.34, 0.31], [0.67, 0.08, 0.38], [0.14, -0.40, 0.85], [-0.58, -0.10, -0.30], [0.09, 0.20, -0.64], [0.17, -0.49, -0.64], [-0.78, 0.70, -0.40], [0.51, -0.21, 0.51], [0.32, 0.66, -0.12], [0.95, -0.10, 0.12], [2.48, 0.42, 0.19], [0.09, -1.14, -0.74], [0.31, 0.03, 0.66], [-1.03, 0.47, -0.17], [-1.30, -0.63, 0.17], [-0.81, 0.20, 0.00], [0.09, -0.07, 0.23], [0.21, -0.46, 0.51], [-0.40, 0.53, 0.11], [-0.30, 0.80, -0.55], [-0.30, -0.84, -0.07], [0.11, -0.02, 0.14], [0.25, 0.03, -0.14], [0.10, -0.39, -0.50], [-0.70, 0.54, -0.41], [0.50, -0.12, -0.01], [0.30, 1.05, 1.42], [-0.55, 0.19, 0.36], [-1.71, 1.01, 0.65], [0.05, -1.25, -0.73], [-0.22, 0.40, -0.11], [0.49, -1.15, -0.81], [0.01, 0.21, 0.05], [0.09, -0.18, -0.20], [-0.04, -0.06, -0.28], [0.58, 1.10, 0.25], [0.21, 0.19, -0.19], [0.13, -0.10, 0.12], [0.15, -0.04, 0.49], [0.27, -0.22, 0.14], [-0.18, 0.13, -0.39], [0.17, -0.79, -0.10], [-0.27, -0.24, -0.37], [-0.63, -0.37, -0.91], [0.77, -0.52, 2.32], [0.13, 0.29, -1.64], [0.67, 0.23, -0.04], [-1.43, -0.14, 0.80], [-0.18, -0.44, -0.85], [0.74, 0.21, -0.13], [-0.24, 0.72, 0.36], [-0.05, -0.26, 0.21], [0.47, 0.44, 0.03], [0.08, 0.08, 0.18], [0.08, 0.70, -0.38], [0.32, -0.20, 0.06], [-0.10, 0.06, -0.21], [0.12, 0.14, 0.31], [-0.24, 0.22, -0.22], [0.09, -0.71, -0.18], [0.28, 0.52, 0.14], [1.17, 0.07, 0.00], [-0.79, -1.71, -0.88], [0.17, 0.79, -0.02], [-0.39, -0.24, 1.25], [0.43, -0.38, -0.45], [-0.02, 0.26, -0.04], [-0.22, 0.11, -0.18], [-0.02, -0.06, 0.16], [0.06, -0.04, -0.35], [0.04, 0.18, 0.17], [-0.24, 0.49, 0.23], [-0.34, 0.13, -0.41], [0.20, 0.22, 0.09], [-0.26, -0.01, -0.21], [-0.28, 0.11, 0.17], [0.17, -0.48, 0.18], [0.66, -0.58, 0.59], [-1.67, 0.36, 0.84], [-0.76, 1.27, -0.88], [-0.66, 0.35, -0.39], [1.03, -1.25, 0.91], [0.74, 0.56, -1.15], [0.26, 0.38, 0.14], [-0.01, -0.21, -0.08], [0.18, -0.08, -0.03], [0.08, -0.96, 1.10], [0.21, 0.25, -0.06], [0.51, -0.71, 0.00], [-0.23, -0.20, -0.49], [-0.08, -0.03, 0.06], [-0.49, 0.82, -0.09], [0.26, -0.04, 0.04], [-0.02, 0.27, -0.44], [-0.27, 0.83, 0.72], [0.60, -1.11, -0.53], [-1.13, -0.50, 1.28], [0.08, -1.85, -1.64], [0.70, 1.35, 1.50], [0.86, 0.00, 0.45], [0.20, 0.33, 0.10], [-0.03, -0.19, -0.07], [-0.20, -0.02, -0.27], [-0.50, 0.10, 0.15], [-0.17, 0.75, -0.27], [0.25, -0.25, -0.10], [-0.06, -0.07, -0.11], [0.17, -0.18, -0.46], [-0.04, 0.75, -0.41], [-0.17, -0.23, -0.58], [-0.47, 0.33, 0.42], [0.59, 0.61, -1.24], [0.20, 0.03, 0.35], [0.69, 0.28, -0.12], [0.06, 0.62, 0.60], [1.38, -0.02, 0.11], [-1.15, -0.05, -0.15], [-1.27, -0.54, 0.51], [-0.36, -0.39, 0.21], [-0.50, -1.21, 0.35], [1.23, 0.06, 1.58], [-0.30, 0.00, -0.93], [-0.29, -0.75, -0.23], [0.01, -0.16, 0.20], [-0.17, 0.28, -0.34], [-0.26, -0.03, 0.28], [-0.03, 0.03, 0.17], [-0.30, 0.03, 0.15], [0.18, 0.30, -0.50], [0.01, 0.22, 0.11], [0.04, 0.18, -0.28], [0.44, 1.14, -0.11], [0.16, 0.79, -1.09], [-0.53, -0.63, 0.54], [0.06, -0.03, 0.10], [-0.12, -0.49, 0.03], [0.22, -0.06, -0.40], [-0.03, -0.40, -0.10], [-0.26, -0.06, 0.04], [-0.30, 0.23, 0.16], [0.80, 0.15, -0.01], [-0.21, 1.46, 0.48], [0.26, -1.86, 0.64], [-0.50, -0.09, 1.15], [-0.42, -0.04, 0.40], [1.02, 0.81, -0.70], [1.44, -0.87, 2.15], [0.14, -2.41, 0.60], [-0.17, 1.59, 0.13], [0.27, 0.42, -1.28], [-0.02, 0.70, -1.28], [-0.72, 0.73, -1.19], [-0.06, 0.23, -0.08], [0.04, -0.63, -0.18], [0.20, -0.12, -0.11], [-0.09, 0.13, -0.28], [0.22, 0.21, -0.42], [-0.13, 0.70, -0.06], [0.09, -0.53, -0.63], [-0.80, 0.31, 0.08], [-0.04, 0.00, -0.16], [0.27, -0.20, -0.22], [0.34, 0.36, 0.09], [-0.30, 0.18, 0.32], [-0.19, 0.16, -0.37], [-0.17, -0.54, 0.25], [-0.26, -0.51, 0.35], [-0.06, -0.09, -0.33], [-0.36, 0.15, 0.00], [0.26, 0.13, 0.76], [0.00, -0.28, -0.06], [0.25, -0.18, -0.51], [-1.54, -0.09, 1.22], [0.68, -1.53, -0.94], [-0.07, -0.39, -0.50], [-0.56, 0.01, 0.38], [0.82, 0.37, 0.08], [1.38, 0.65, -1.41], [0.36, -0.65, 0.32], [-1.15, 1.61, 1.15], [-0.12, -1.46, 0.09], [-0.06, 0.73, 0.00], [-0.17, 0.26, 0.20], [-0.02, -0.07, 0.03], [0.08, 0.07, 0.03], [-0.09, 0.35, 0.08], [-0.30, 0.84, 0.37], [0.05, 0.12, 0.31], [0.13, -0.36, 0.09], [0.58, -0.07, -0.21], [-0.16, -0.04, -0.32], [0.02, -0.18, -0.43], [0.57, 0.08, 0.32], [-0.28, 0.25, -0.71], [0.08, -0.32, 0.08], [-0.38, -0.02, 0.33], [0.15, 0.32, 0.31], [0.11, 0.03, -0.15], [0.18, -0.26, 0.10], [-0.20, -0.33, -0.06], [-0.34, 0.18, -0.23], [-0.26, -0.50, -0.08], [0.74, 1.08, 0.81], [-0.68, -0.03, -0.46], [1.04, -0.79, 0.83], [-0.45, -0.58, -0.19], [-0.27, 1.21, -0.40], [1.54, 1.89, -0.10], [-0.41, -0.10, -0.44], [-0.28, -0.69, -0.32], [-0.26, -1.19, -0.25], [-0.73, -1.53, -0.30], [-0.06, 0.12, 0.10], [0.06, -0.16, -0.23], [0.18, -0.22, 0.13], [-0.19, 0.27, 0.25], [0.32, -0.53, 0.01], [0.05, 0.26, -0.18], [-0.30, 0.39, -0.39], [-0.82, -0.26, 0.51], [0.45, -0.01, -0.06], [0.23, 0.19, 0.10], [-0.09, -0.08, -0.17], [-0.08, 0.43, 0.02], [0.34, -0.47, 0.13], [0.42, 0.72, 0.31], [0.16, 0.30, 0.12], [-0.26, 0.74, -0.07], [0.04, 0.56, -0.36], [-0.25, -0.17, 0.05], [-0.39, -0.93, 0.93], [0.75, -1.05, -1.60], [0.30, 1.28, 1.26], [1.19, -0.38, 0.90], [-1.25, 0.72, 0.20], [-0.41, -0.05, 0.04], [0.26, 0.09, -0.24], [0.46, 0.32, -0.12], [-0.62, -1.03, -0.08], [-0.18, -0.28, -0.12], [-0.07, 0.03, -0.53], [-0.33, 0.01, 0.27], [-0.08, 0.25, -0.18], [-0.54, -0.16, -2.27], [2.55, -0.31, 0.12], [-0.69, -0.92, -0.03], [-2.03, 1.05, 2.70], [0.05, 0.24, 0.30], [0.26, -0.07, -0.27], [-0.09, 0.15, -0.11], [-0.39, 0.28, 0.68], [0.10, -0.06, -0.01], [0.02, -0.11, -0.23], [0.43, 0.20, -0.18], [0.22, -0.28, -0.50]], "multiplicity": 1, "e_tot_ha": -4637.41881, "homo_lumo_gap_ev": 7.8}